No. 1
The following is a quantum chemistry calculation of a 5-piece molecular cluster, C5H20O5 overall in a non-equilibrium geometry, from the OMol25 dataset.

Structure (ORCA input):
```
! wB97M-V def2-TZVPD RIJCOSX def2/J DEFGRID3
* xyz 0 1
O 10.54776 6.46864 6.24291
O 12.80853 6.97248 7.54440
O 6.55880 6.65424 8.39813
O 8.40878 8.01220 10.07013
O 10.60072 4.08205 4.59177
C 13.15858 6.22250 8.72268
C 9.08200 6.95330 10.73980
C 5.18617 6.66932 8.64029
C 9.37462 6.75119 6.98034
C 11.96377 4.50520 4.41347
H 10.28895 4.77019 5.20618
H 4.85094 5.64621 8.81409
H 9.19758 6.18190 7.89357
H 9.71671 6.36202 10.06641
H 9.72533 7.42307 11.48402
H 13.77135 5.33140 8.47205
H 11.32308 6.52735 6.78691
H 12.33220 3.87262 3.61148
H 8.55053 6.61841 6.26702
H 12.02156 5.51027 3.99572
H 7.78698 7.55057 9.46503
H 4.66041 7.09909 7.78407
H 13.74454 6.88006 9.37722
H 12.23289 5.88182 9.21807
H 12.47804 4.48864 5.36381
H 13.61506 7.00174 7.02985
H 8.39085 6.31920 11.30569
H 9.40293 7.82179 7.24683
H 5.01323 7.25325 9.56250
H 6.83998 5.73500 8.33179
*
```

electronic energy	-578.5997	hartree
largest force on an atom	1.62	eV Å⁻¹
HOMO	-9.665	eV
SMILES	CO.CO.CO.CO.CO
orbital gap	10.183	eV
ΔE to the lowest compared entry with this formula, charge and spin	42.1	kcal per mole

So, what does the Mulliken scheme give us? The charges, in e, come out as:
1 O -0.562
2 O -0.550
3 O -0.454
4 O -0.492
5 O -0.558
6 C -0.475
7 C -0.396
8 C -0.680
9 C -0.489
10 C -0.431
11 H 0.374
12 H 0.301
13 H 0.027
14 H 0.064
15 H 0.258
16 H 0.281
17 H 0.348
18 H 0.279
19 H 0.320
20 H 0.202
21 H 0.379
22 H 0.233
23 H 0.264
24 H 0.147
25 H 0.128
26 H 0.282
27 H 0.238
28 H 0.389
29 H 0.251
30 H 0.322

---

No. 2
The following is a quantum chemistry calculation of one molecule with the formula C5H7NO, from the OMol25 dataset.

Structure (ORCA input):
```
! wB97M-V def2-TZVPD RIJCOSX def2/J DEFGRID3
* xyz 0 1
O 1.70816 -0.36333 -1.08347
N -1.49887 -0.42110 0.48838
C 0.62278 0.05948 -0.32307
C -0.11706 -0.86596 0.59443
C -1.79685 0.58855 -0.31167
C 0.83306 0.16347 1.15351
C -0.45010 0.95810 -0.93436
H 1.79133 -0.19285 1.52050
H 0.39838 0.99992 1.69587
H -2.20064 -0.85830 1.07301
H -0.50298 0.82112 -2.02388
H 0.08748 -1.93065 0.67660
H 1.37314 -0.98402 -1.74410
H -0.24782 2.02557 -0.78176
*
```

electronic energy	-324.6129	hartree
largest force on an atom	0.60	eV Å⁻¹
HOMO	-8.315	eV
orbital gap	9.129	eV
ΔE to the lowest compared entry with this formula, charge and spin	70.0	kcal per mole

So, what does the Mulliken scheme give us? The charges, in e, come out as:
1 O -0.550
2 N 0.005
3 C 0.763
4 C -0.399
5 C -0.586
6 C -0.846
7 C -0.433
8 H 0.299
9 H 0.246
10 H 0.197
11 H 0.331
12 H 0.339
13 H 0.366
14 H 0.269

---

No. 3
The following is a quantum chemistry calculation of C12H14BMnN9 as an isolated structure in a non-equilibrium geometry, from the OMol25 dataset.

Structure (ORCA input):
```
! wB97M-V def2-TZVPD RIJCOSX def2/J DEFGRID3
* xyz 2 4
Mn 0.09380 -0.12899 0.85699
N 0.40548 1.57984 -0.10835
N 1.70710 0.42154 4.80967
N 1.21565 0.24944 2.42660
N -1.41501 -0.13441 -1.84067
N 1.00160 -0.85283 -1.77713
N 0.40772 1.58984 -1.50131
N -1.65234 -0.23196 -0.48137
N 0.12996 0.88989 6.67478
N 1.11228 -1.07796 -0.39773
C -2.56919 -0.32566 -2.52465
C 1.34949 0.30568 3.59792
C 0.85590 0.66238 5.77630
C -2.93325 -0.57849 -0.33710
C 2.53593 -2.44180 -1.48712
C 0.75416 2.81244 -1.94444
C -0.92026 -1.39707 1.99856
C 1.87484 -1.63759 -2.42742
C 2.00777 -2.07687 -0.23697
C 0.72590 2.82229 0.29144
C 0.97067 3.64573 -0.83039
C -3.57916 -0.62685 -1.59155
B 0.02510 0.27107 -2.24106
H -4.62725 -0.81703 -1.79864
H -2.58972 -0.19377 -3.60816
H 2.20419 -2.43165 0.76233
H -1.77987 -1.84708 1.54017
H -0.12529 -2.21402 1.80408
H 0.79318 2.97621 -3.03033
H 0.09251 0.38584 -3.42416
H -3.29317 -0.77965 0.65302
H 3.30580 -3.16548 -1.68936
H -1.24737 -0.29825 2.02216
H 1.98505 -1.55409 -3.50272
H 0.77249 3.00683 1.35170
H 1.25457 4.70298 -0.87096
H -0.84924 -1.51051 3.08588
*
```

⟨S²⟩	3.8100
electronic energy	-2133.5839	hartree
largest force on an atom	4.08	eV Å⁻¹
HOMO (alpha / beta)	-14.654 / -14.527	eV
orbital gap (alpha / beta)	5.485 / 2.273	eV

So, what does the Mulliken scheme give us? The charges, in e, come out as:
1 Mn -0.040
2 N -0.150
3 N -0.502
4 N -0.403
5 N 0.284
6 N 0.163
7 N 0.214
8 N -0.189
9 N -0.391
10 N 0.158
11 C 0.130
12 C 0.623
13 C 0.435
14 C 0.038
15 C -1.129
16 C 0.021
17 C -1.327
18 C 0.050
19 C -0.035
20 C 0.015
21 C -1.069
22 C -1.006
23 B -0.026
24 H 0.446
25 H 0.508
26 H 0.491
27 H 0.506
28 H 0.236
29 H 0.469
30 H 0.009
31 H 0.614
32 H 0.435
33 H 0.460
34 H 0.491
35 H 0.505
36 H 0.412
37 H 0.554

---

No. 4
The following is a quantum chemistry calculation of one molecule with the formula C6H9IO2 in a non-equilibrium geometry, from the OMol25 dataset.

Structure (ORCA input):
```
! wB97M-V def2-TZVPD RIJCOSX def2/J DEFGRID3
* xyz 0 1
I -0.06479 2.68738 2.50376
O 0.53374 0.06920 -2.08995
O -1.21517 -0.39165 -0.69648
C 1.08507 0.41971 -3.32426
C -0.73465 0.27797 -1.74545
C 0.45894 -0.14706 1.12669
C -0.51767 0.66588 1.89726
C -0.29129 -1.12299 0.13722
C 0.16508 -0.41542 2.64214
H -1.53559 0.65562 1.76064
H -0.80773 -1.70526 0.84667
H 2.12906 0.32475 -3.45588
H 0.42419 0.96698 -3.96102
H -0.45316 -1.30791 2.72045
H 0.81781 -0.34917 3.63426
H -1.56625 0.70176 -2.25076
H 1.40437 0.42880 0.83999
H 0.16803 -1.75857 -0.58530
*
```

electronic energy	-681.9696	hartree
largest force on an atom	3.00	eV Å⁻¹
HOMO (alpha / beta)	-6.478 / -7.480	eV
orbital gap (alpha / beta)	6.966 / 7.968	eV
ΔE to the lowest compared entry with this formula, charge and spin	127.3	kcal per mole

So, what does the Mulliken scheme give us? The charges, in e, come out as:
1 I 0.009
2 O -0.219
3 O -0.405
4 C -0.558
5 C -0.067
6 C -0.170
7 C -0.389
8 C -0.556
9 C -0.585
10 H 0.457
11 H 0.195
12 H 0.292
13 H 0.220
14 H 0.215
15 H 0.225
16 H 0.455
17 H 0.387
18 H 0.493

---

No. 5
The following is a quantum chemistry calculation of C4H11NO as an isolated structure in a non-equilibrium geometry, from the OMol25 dataset.

Structure (ORCA input):
```
! wB97M-V def2-TZVPD RIJCOSX def2/J DEFGRID3
* xyz 0 1
O -0.05579 -0.77204 0.38750
N 1.89512 1.01689 0.02485
C -1.78971 -2.44231 0.30374
C -0.90831 -1.47832 -0.48677
C 0.49007 2.94132 0.03588
C 0.62209 1.69141 0.45581
H 0.06724 0.38573 0.48425
H 1.30955 3.43531 -0.48774
H -1.54183 -0.73799 -1.00369
H -2.39879 -2.99466 -0.41245
H 1.63737 0.13939 -0.46193
H -1.13002 -3.09308 0.88062
H -0.27790 -2.00092 -1.21698
H -2.44684 -1.85808 0.94471
H 2.54585 1.56027 -0.55618
H -0.39332 3.52705 0.25071
H 2.37520 0.68003 0.85767
*
```

electronic energy	-288.8617	hartree
largest force on an atom	1.88	eV Å⁻¹
HOMO	-8.188	eV
orbital gap	8.643	eV
ΔE to the lowest compared entry with this formula, charge and spin	97.5	kcal per mole

So, what does the Mulliken scheme give us? The charges, in e, come out as:
1 O -0.716
2 N -0.356
3 C -1.084
4 C -0.247
5 C -0.812
6 C -0.315
7 H 0.649
8 H 0.169
9 H 0.267
10 H 0.352
11 H 0.358
12 H 0.282
13 H 0.265
14 H 0.271
15 H 0.328
16 H 0.255
17 H 0.333